7
Properties=species:S:1:pos:R:3:forces:R:3 method="wB97M-V/def2-TZVPD" e_tot_ev=-7131.9101 homo_lumo_gap_ev=11.661 e_homo_ev=-11.03 largest_force_ev_per_a=2.75 smiles=c1ncon1
C -1.05731 -0.08981 -0.00543 0.444 0.195 -0.007
N 0.02774 -0.91871 0.03966 0.100 -0.488 0.021
C 1.05205 -0.12450 0.01399 -0.477 -0.562 0.020
O 0.83396 1.15743 -0.04353 -2.701 -0.528 0.005
N -0.84126 1.18562 -0.05822 2.165 -0.498 0.034
H -2.03945 -0.58852 0.00650 0.296 0.957 -0.035
H 2.02727 -0.61087 0.04357 0.175 0.923 -0.039

=====

8
Properties=species:S:1:pos:R:3:forces:R:3 method="wB97M-V/def2-TZVPD" e_tot_ev=-9179.4849 homo_lumo_gap_ev=11.134 e_homo_ev=-10.42 largest_force_ev_per_a=3.06 smiles="O=c1nco[nH]1"
O -2.22722 -0.22035 -0.17803 2.689 -0.105 1.209
C -1.03895 -0.15689 0.12182 -1.691 -1.248 -0.362
N -0.03167 -1.28452 0.28076 -2.864 0.519 -0.931
C 1.01713 -0.71340 -0.07548 2.912 0.084 -0.151
O 1.02633 0.63118 -0.11693 -0.032 0.916 0.067
N -0.28576 0.98081 0.29678 1.179 -1.613 0.250
H 2.04426 -1.13404 -0.34864 -1.687 0.427 0.638
H -0.50412 1.89722 0.01971 -0.507 1.020 -0.720

=====

9
Properties=species:S:1:pos:R:3:forces:R:3 method="wB97M-V/def2-TZVPD" e_tot_ev=-20015.8532 homo_lumo_gap_ev=5.065 e_homo_ev=1.39 total_charge=-2 largest_force_ev_per_a=2.50 smiles="N/C([O-])=N/C([O-])=S"
N -0.19410 0.14135 -1.03750 -0.712 1.719 0.925
C 0.97678 0.79332 -0.32667 1.367 -1.538 1.065
O 0.77252 1.91518 0.17216 -0.577 -0.622 -0.931
N 2.06477 -0.03924 -0.24108 -0.899 1.994 -1.211
C 3.37604 0.47337 -0.02726 -0.234 -0.707 1.540
O 3.77680 1.59605 0.34938 -1.089 -0.975 -1.057
S 4.50652 -0.93436 -0.09772 0.433 0.262 -0.182
H -0.35453 -0.84960 -1.11613 1.262 -0.367 0.236
H -1.03106 0.48251 -0.54873 0.448 0.233 -0.384

=====

9
Properties=species:S:1:pos:R:3:forces:R:3 method="wB97M-V/def2-TZVPD" e_tot_ev=-20014.3009 homo_lumo_gap_ev=8.406 e_homo_ev=-9.23 largest_force_ev_per_a=6.40 smiles="N#CC(=O)OSN"
N -2.58536 -1.47035 1.15550 2.752 -0.802 -2.128
C -1.65349 -1.60012 0.44560 -5.106 0.717 3.795
C -0.59415 -1.35948 -0.41081 4.514 1.582 0.577
O -0.38182 -1.76559 -1.48752 0.018 0.179 -0.558
O 0.40227 -0.55094 0.45243 -3.071 -2.879 -0.753
S 1.62827 0.25729 -0.19266 0.229 1.644 -0.454
N 0.95357 1.79453 0.03350 2.667 0.419 3.744
H 1.47368 2.43447 0.79646 -1.663 -2.053 -2.517
H 0.75703 2.26018 -0.79250 -0.340 1.193 -1.705

=====

9
Properties=species:S:1:pos:R:3:forces:R:3 method="wB97M-V/def2-TZVPD" e_tot_ev=-20015.2148 homo_lumo_gap_ev=9.336 e_homo_ev=-9.47 largest_force_ev_per_a=2.89 smiles="O=c1[nH][nH]sc1=O"
O 0.92343 0.32594 2.80284 0.168 -0.044 0.143
C 0.09286 0.14971 1.95105 0.255 0.175 0.285
N 0.31436 0.06253 0.62525 -2.181 -0.615 -1.796
N -0.85502 -0.44920 -0.20516 2.036 0.282 0.895
S -2.27495 -0.30143 0.76166 0.005 0.035 0.081
C -1.40372 0.06463 2.25604 -0.546 0.084 -0.154
O -1.92054 0.20912 3.32010 0.243 -0.044 -0.014
H 1.21025 -0.17295 0.22729 0.003 -0.118 0.178
H -0.92700 0.15855 -1.02026 0.018 0.245 0.382

=====

9
Properties=species:S:1:pos:R:3:forces:R:3 method="wB97M-V/def2-TZVPD" e_tot_ev=-11224.9142 homo_lumo_gap_ev="7.771 / 7.784" e_homo_ev="-8.68 / -8.69" largest_force_ev_per_a=3.13
C -3.81878 0.11708 -0.01865 -2.410 1.743 0.987
C -0.20268 0.39444 0.56754 -0.677 -0.138 -2.165
N -2.98155 -0.74578 -0.09875 0.750 -1.342 -0.435
N -2.10399 -1.31936 -0.68882 0.721 -1.203 -0.429
O -4.71195 0.75647 0.39945 0.332 0.055 -0.293
O 0.78092 -0.42191 0.15614 -0.048 -0.777 -1.462
O -1.02130 0.84106 -0.21678 1.216 0.417 1.564
H 0.66030 -0.71905 -0.83256 -0.071 1.190 2.627
H -0.20119 0.53933 1.66191 0.189 0.055 -0.394

=====

9
Properties=species:S:1:pos:R:3:forces:R:3 method="wB97M-V/def2-TZVPD" multiplicity=3 s_squared=2.0110 e_tot_ev=-11222.7703 homo_lumo_gap_ev="9.563 / 7.057" e_homo_ev="-9.06 / -10.89" largest_force_ev_per_a=6.58
C 0.65840 -1.25517 -1.14257 -0.549 -1.410 -3.320
C -0.52322 1.00112 1.45358 1.277 -1.548 -0.865
N 0.51461 -0.65359 0.10500 2.392 -4.511 -0.829
N -0.16886 0.41484 0.14759 -2.856 4.650 3.676
O 0.20302 -2.34382 -1.49377 0.974 2.065 1.642
O -0.28089 0.48869 2.49453 -0.022 -0.073 0.069
O -0.67086 1.06394 -0.83355 0.072 -0.082 -1.861
H 1.21487 -0.65912 -1.96348 -0.437 -0.358 1.470
H -0.94706 1.94311 1.23268 -0.852 1.267 0.017

=====

10
Properties=species:S:1:pos:R:3:forces:R:3 method="wB97M-V/def2-TZVPD" e_tot_ev=-22060.9413 homo_lumo_gap_ev=9.203 e_homo_ev=-8.95 largest_force_ev_per_a=2.67 smiles="Oc1noc(=S)n1O"
O 0.98105 -1.87504 -0.09947 1.295 -1.376 0.380
C 0.73231 -0.63573 0.19041 -0.432 2.122 -0.554
N 1.53996 0.22902 0.72544 -0.350 -0.549 0.863
O 0.74573 1.41568 0.87133 1.155 -0.059 0.008
C -0.36953 1.30184 0.20949 -1.105 -1.321 -1.954
S -1.43436 2.42401 -0.30076 -0.451 0.307 0.447
N -0.42600 -0.02196 -0.23267 1.790 0.626 1.883
O -1.41650 -0.65544 -0.86289 -1.798 0.261 -0.519
H 1.85806 -2.13963 0.29732 -1.185 0.430 -0.534
H -2.21071 -0.04275 -0.79820 1.080 -0.441 -0.019

=====

8
Properties=species:S:1:pos:R:3:forces:R:3 method="wB97M-V/def2-TZVPD" e_tot_ev=-16412.3455 homo_lumo_gap_ev=8.335 e_homo_ev=-15.35 total_charge=+1 largest_force_ev_per_a=3.35
N 0.95843 2.62641 1.07110 0.230 -0.196 1.261
N 0.66057 1.56454 1.09726 0.976 3.125 0.731
C 0.23573 0.40370 0.58523 -0.840 -2.399 -1.667
C 0.00500 0.50978 -0.73173 -0.083 0.437 0.207
P -0.22451 2.21433 -1.75356 -0.383 -1.100 -0.829
O 0.24260 3.32762 -0.93681 0.212 0.247 0.373
H 0.19200 -0.44296 1.25691 0.026 -0.006 -0.058
H -0.25399 -0.38491 -1.28262 -0.138 -0.109 -0.017

=====

8
Properties=species:S:1:pos:R:3:forces:R:3 method="wB97M-V/def2-TZVPD" e_tot_ev=-17967.4600 homo_lumo_gap_ev=9.650 e_homo_ev=-9.13 largest_force_ev_per_a=5.18 smiles="N=C=O.N=C=S"
N -0.61289 2.50389 -0.46442 -2.330 -1.342 -1.719
C -0.55205 1.29120 -0.41978 -1.508 -0.644 0.785
O -0.65279 0.14845 -0.26542 -2.217 1.617 -0.640
H 0.18462 2.83560 -0.08469 3.325 2.358 1.473
N -0.09006 -2.17238 0.62702 3.802 1.429 -3.220
C 0.70979 -1.55393 -0.01683 -1.060 -1.288 2.743
S 1.77952 -0.51712 -0.57299 1.506 -1.326 -0.534
H -0.76614 -2.53571 1.19712 -1.517 -0.804 1.112

=====

8
Properties=species:S:1:pos:R:3:forces:R:3 method="wB97M-V/def2-TZVPD" e_tot_ev=-17968.0984 homo_lumo_gap_ev=10.192 e_homo_ev=-9.57 largest_force_ev_per_a=1.60 smiles=Sc1nnco1
S 1.81189 0.66272 -0.19470 -0.159 -0.061 0.014
C 0.20342 -0.01211 -0.02581 0.638 0.029 0.090
N -0.14207 -1.24295 0.04124 -0.445 -0.164 -0.066
N -1.53934 -1.23087 0.17333 -0.211 0.836 0.053
C -1.88632 0.01654 0.18669 -1.064 -0.673 0.134
O -0.82598 0.84758 0.07159 -0.087 0.496 -0.096
H 2.40357 -0.54542 -0.20429 -0.167 0.100 0.006
H -2.91876 0.45144 0.27955 1.495 -0.562 -0.135

=====

8
Properties=species:S:1:pos:R:3:forces:R:3 method="wB97M-V/def2-TZVPD" e_tot_ev=-17965.7524 homo_lumo_gap_ev=10.143 e_homo_ev=-9.65 largest_force_ev_per_a=4.40 smiles=Sc1cnon1
S 0.57369 1.93123 0.49463 1.836 -0.625 1.298
C 0.11926 0.25002 0.04763 0.479 4.374 -0.209
C 0.56460 -1.02261 0.35012 -0.997 1.022 0.804
N -0.26365 -1.83368 -0.14809 -0.927 -2.304 -2.628
O -1.07899 -1.08301 -1.04444 0.970 -1.297 2.353
N -0.82113 0.19106 -0.77651 -2.421 0.756 -2.622
H -0.31799 2.76594 -0.03192 -0.683 -0.728 -0.539
H 1.22420 -1.19895 1.10859 1.743 -1.197 1.542